{"formula": "C4F12Li2N2O8S4", "method": "wB97M-V/def2-TZVPD", "charge": 0, "relative_energy_ev": 0.3274, "lumo_energy_ev": -0.891, "species": ["S", "S", "S", "S", "F", "F", "F", "F", "F", "F", "F", "F", "F", "F", "F", "F", "O", "O", "O", "O", "O", "O", "O", "O", "N", "N", "C", "C", "C", "C", "Li", "Li"], "xyz": [[2.96, -0.51, 0.25], [-2.88, 1.01, -0.76], [2.03, -1.00, 2.66], [-1.66, -1.14, -1.63], [-0.62, -1.02, 2.53], [-1.28, 0.48, -3.69], [0.08, -1.18, -3.58], [0.23, -2.27, 4.13], [-1.43, 2.59, 0.77], [-3.39, 3.39, 0.20], [-2.01, -1.50, -4.21], [1.24, 1.16, -0.86], [0.20, -0.13, 4.33], [3.39, 1.56, -1.23], [-1.79, 3.35, -1.24], [2.49, 2.04, 0.66], [2.80, -2.15, 3.02], [-3.61, 0.51, 0.35], [-2.98, -1.63, -1.62], [2.42, 0.31, 3.04], [-3.56, 1.18, -2.01], [3.09, -1.39, -0.88], [-0.60, -2.03, -1.15], [4.16, -0.28, 0.95], [-1.41, 0.34, -0.93], [1.57, -1.01, 1.09], [-2.35, 2.70, -0.22], [0.35, -1.13, 3.49], [-1.20, -0.82, -3.42], [2.49, 1.19, -0.35], [-0.01, 0.02, 0.40], [1.25, -2.64, -0.09]], "lowdin_charge": [0.62, 0.58, 0.60, 0.63, 0.08, 0.16, 0.13, 0.17, 0.11, 0.18, 0.17, 0.09, 0.17, 0.20, 0.14, 0.17, -0.24, -0.25, -0.23, -0.25, -0.25, -0.29, -0.38, -0.21, -0.39, -0.47, -0.67, -0.63, -0.66, -0.67, 0.64, 0.77]}